No. 1
{
  "formula": "C4H19LiNO5",
  "method": "wB97M-V/def2-TZVPD",
  "charge": 1,
  "multiplicity": 1,
  "homo_ev": -12.5,
  "total_energy_ha": -602.137758,
  "e_above_lowest_kcal_mol": 0.0,
  "symbols": ["Li", "O", "H", "H", "O", "H", "H", "O", "H", "H", "O", "H", "H", "C", "C", "C", "O", "C", "N", "H", "H", "H", "H", "H", "H", "H", "H", "H", "H", "H"],
  "xyz": [[-0.233, -1.918, -0.008], [1.357, -2.532, -1.848], [1.797, -3.377, -1.752], [2.069, -1.892, -1.858], [-0.642, -3.963, -0.068], [-0.866, -4.566, 0.641], [-1.431, -3.923, -0.608], [-1.006, -1.689, 1.971], [-1.390, -2.565, 2.008], [-1.179, -1.314, 2.834], [1.846, -1.235, 0.863], [2.335, -0.438, 0.660], [2.424, -1.731, 1.442], [-0.287, 1.881, -2.008], [-0.037, 0.874, -0.931], [-0.123, 1.518, 0.494], [0.577, 2.745, 0.669], [-0.020, 3.649, 1.602], [-0.964, -0.257, -1.004], [-1.255, 2.367, -1.887], [-0.201, 1.425, -2.994], [0.456, 2.675, -1.930], [0.973, 0.464, -0.941], [0.400, 0.827, 1.155], [-1.179, 1.682, 0.711], [-0.932, 4.052, 1.160], [0.783, 4.378, 1.713], [-0.191, 3.218, 2.588], [-1.187, -0.333, -1.986], [-1.895, -0.023, -0.690]]
}

---

No. 2
{
  "formula": "C4H19N2O5",
  "method": "wB97M-V/def2-TZVPD",
  "charge": 1,
  "multiplicity": 1,
  "homo_ev": -13.9,
  "total_energy_ha": -649.302715,
  "e_above_lowest_kcal_mol": 21.7,
  "symbols": ["O", "C", "N", "C", "N", "C", "C", "H", "H", "H", "H", "H", "H", "H", "H", "H", "H", "H", "H", "H", "O", "H", "H", "O", "H", "H", "O", "H", "H", "O"],
  "xyz": [[0.770, 0.961, 0.595], [-0.398, 0.661, 0.808], [-0.998, 1.002, 1.970], [-1.209, -0.063, -0.240], [-0.790, 0.463, -1.578], [-0.057, -0.547, -2.413], [-0.966, -1.613, -2.964], [-1.933, 0.781, 2.258], [-0.376, 1.397, 2.675], [-0.960, -1.122, -0.299], [-2.306, -0.010, -0.085], [-0.236, 1.324, -1.405], [-1.554, 0.869, -2.113], [0.827, -0.914, -1.857], [0.394, 0.035, -3.208], [-1.608, -2.113, -2.235], [-0.419, -2.445, -3.448], [-1.515, -1.211, -3.820], [2.031, -1.388, 0.677], [2.420, -2.490, -0.314], [1.953, -1.649, -0.258], [-1.507, 3.409, 0.174], [0.105, 3.263, -0.084], [-0.760, 2.846, -0.044], [1.150, -0.744, 2.422], [1.507, -2.030, 3.277], [1.236, -1.715, 2.412], [1.605, 1.083, 2.242], [2.218, 1.024, 3.667], [1.376, 0.938, 3.187]]
}

---

No. 3
{
  "formula": "C4H19N2SiZn",
  "method": "wB97M-V/def2-TZVPD",
  "charge": -1,
  "multiplicity": 1,
  "homo_ev": [-0.2, -0.2],
  "total_energy_ha": -2342.049525,
  "e_above_lowest_kcal_mol": 1.7,
  "symbols": ["C", "Zn", "N", "N", "H", "H", "H", "H", "H", "H", "H", "H", "H", "H", "C", "Si", "C", "C", "H", "H", "H", "H", "H", "H", "H", "H", "H"],
  "xyz": [[0.867, 1.470, -1.371], [-0.686, 0.854, -2.532], [-1.313, -1.078, -1.598], [-0.380, 0.323, -4.526], [-2.217, -0.993, -1.136], [1.541, -0.235, 0.910], [0.939, 0.949, -0.414], [0.690, 2.559, -1.209], [1.834, 1.351, -1.895], [-1.276, 0.381, -5.042], [-0.005, -0.629, -4.615], [0.271, 0.984, -4.962], [-1.396, -1.799, -2.317], [-0.617, -1.384, -0.888], [1.441, 0.759, 3.321], [0.518, -0.174, 2.051], [0.130, -2.024, 2.300], [-1.129, 0.650, 1.597], [2.500, 0.483, 3.346], [1.007, 0.585, 4.305], [1.388, 1.835, 3.125], [0.183, -2.353, 3.352], [-0.892, -2.249, 1.935], [0.890, -2.584, 1.716], [-1.507, 1.161, 2.493], [-0.959, 1.303, 0.742], [-1.823, -0.147, 1.313]]
}

---

No. 4
{
  "formula": "C4H19NO7",
  "method": "wB97M-V/def2-TZVPD",
  "multiplicity": 1,
  "homo_ev": -8.4,
  "smiles": "NCCCC(=O)O.O.O.O.O.O",
  "total_energy_ha": -745.226829,
  "e_above_lowest_kcal_mol": 41.6,
  "symbols": ["O", "C", "O", "C", "C", "C", "N", "H", "H", "H", "H", "H", "H", "H", "H", "H", "H", "H", "O", "H", "H", "O", "H", "H", "O", "H", "H", "O", "H", "H", "O"],
  "xyz": [[-0.294, -0.798, 1.592], [-0.173, 0.360, 1.893], [0.346, 0.643, 3.142], [-0.432, 1.626, 1.139], [0.782, 2.141, 0.413], [1.137, 1.249, -0.891], [2.348, 1.651, -1.521], [0.685, -0.074, 3.685], [-0.967, 2.267, 1.874], [-1.223, 1.358, 0.392], [1.680, 2.220, 0.992], [0.624, 3.078, -0.086], [0.281, 1.208, -1.625], [1.182, 0.255, -0.379], [3.092, 0.984, -1.465], [2.279, 2.213, -2.351], [-2.843, 1.862, -1.870], [-1.749, 2.153, -2.862], [-1.900, 1.662, -2.043], [0.138, -3.714, -0.421], [1.143, -3.366, 0.626], [1.043, -3.956, -0.146], [-3.652, -0.828, -0.801], [-3.730, 0.426, 0.190], [-3.166, -0.121, -0.366], [1.880, -2.239, -0.505], [3.344, -2.338, -0.819], [2.725, -1.790, -0.320], [-1.681, -2.054, 0.421], [-1.285, -3.076, 1.509], [-1.613, -2.999, 0.606]]
}

---

No. 5
{
  "formula": "C4H2",
  "method": "wB97M-V/def2-TZVPD",
  "multiplicity": 1,
  "homo_ev": -9.7,
  "smiles": "C#CC#C",
  "total_energy_ha": -153.466038,
  "e_above_lowest_kcal_mol": 9.4,
  "symbols": ["C", "C", "C", "C", "H", "H"],
  "xyz": [[0.863, -0.619, 1.499], [0.452, -0.391, 0.376], [-0.269, 0.245, -0.562], [-0.984, 0.793, -1.353], [1.244, -1.236, 2.357], [-1.614, 1.070, -2.123]]
}

---

No. 6
{
  "formula": "C4H20B2Cl4CoCrN4O24",
  "method": "wB97M-V/def2-TZVPD",
  "charge": -2,
  "multiplicity": 8,
  "homo_ev": [-3.9, -4.2],
  "s2": 15.77,
  "total_energy_ha": -6505.412258,
  "e_above_lowest_kcal_mol": 35.1,
  "symbols": ["Cr", "Co", "Cl", "O", "O", "O", "O", "Cl", "O", "O", "O", "O", "Cl", "O", "O", "O", "O", "Cl", "O", "O", "O", "O", "B", "H", "H", "H", "H", "B", "H", "H", "H", "H", "C", "N", "O", "O", "H", "H", "H", "C", "N", "O", "O", "H", "H", "H", "C", "N", "O", "O", "H", "H", "H", "C", "N", "O", "O", "H", "H", "H"],
  "xyz": [[0.724, -2.472, -0.126], [0.222, 0.804, 2.488], [-2.734, 0.093, 4.354], [-1.916, 0.682, 3.271], [-1.942, -0.117, 5.509], [-3.712, 1.103, 4.645], [-3.345, -1.143, 3.932], [-2.805, -3.620, 0.201], [-3.323, -3.225, -1.103], [-3.246, -2.726, 1.228], [-3.209, -4.966, 0.428], [-1.348, -3.564, 0.152], [0.974, -2.638, 3.339], [0.888, -1.218, 3.604], [1.723, -3.315, 4.380], [-0.347, -3.163, 3.230], [1.635, -2.806, 2.049], [3.936, 1.130, 1.867], [2.523, 1.183, 2.288], [3.978, 1.153, 0.444], [4.592, 2.236, 2.495], [4.486, -0.126, 2.278], [3.024, -1.969, -0.874], [3.781, -1.990, -1.739], [3.582, -1.837, 0.122], [2.368, -1.017, -0.882], [2.383, -2.906, -0.785], [0.024, -0.420, 0.604], [1.118, -0.623, 0.782], [-0.218, 0.685, 0.653], [-0.322, -0.982, -0.305], [-0.569, -0.921, 1.468], [-0.336, -2.029, -4.505], [0.758, -2.353, -3.560], [1.864, -2.456, -4.009], [0.449, -2.489, -2.397], [-0.436, -2.806, -5.259], [-0.017, -1.140, -5.049], [-1.268, -1.799, -4.000], [1.565, 4.731, 1.509], [0.422, 3.859, 1.188], [0.413, 2.723, 1.624], [-0.457, 4.337, 0.520], [1.509, 4.982, 2.569], [1.469, 5.684, 1.002], [2.505, 4.215, 1.328], [-0.219, 2.822, -3.606], [0.565, 1.602, -3.178], [-0.052, 0.699, -2.667], [1.761, 1.703, -3.317], [-0.872, 2.958, -2.741], [-0.878, 2.643, -4.451], [0.444, 3.668, -3.731], [-3.321, 0.437, -1.215], [-2.948, 1.779, -0.753], [-3.220, 2.776, -1.401], [-2.306, 1.817, 0.272], [-4.360, 0.363, -1.541], [-3.135, -0.311, -0.452], [-2.826, 0.278, -2.174]]
}